No. 1
Molecular formula: C5H25N2O5S
Method: DFT, ωB97M-V/def2-TZVPD

Results
* charge: +1

Structure (XYZ):
```
38
Properties=species:S:1:pos:R:3:forces:R:3:mulliken_charge:R:1
C 0.52767 0.16758 -0.82494 0.327 -1.104 3.021 -0.749
N 1.17808 1.30912 -0.19333 -0.604 0.644 -1.229 -0.251
C 2.64714 1.23073 -0.00951 -1.016 -0.267 1.942 0.563
C 2.76874 0.40541 1.30808 2.672 0.036 -0.827 -0.726
S 4.49734 -0.20639 1.63050 -0.301 -0.181 -0.291 -0.195
C 3.13815 2.64067 0.27186 -0.514 0.891 -0.494 -1.541
C -0.40578 -0.49004 0.22794 0.195 -0.281 -0.521 -0.716
N -1.72145 0.20659 0.31304 -0.700 0.182 0.026 -0.048
H -0.02575 0.29507 -1.74483 0.296 0.531 -0.308 0.361
H 1.25794 -0.63449 -0.90889 0.171 0.155 -0.793 0.322
H 0.87949 2.15671 -0.65782 0.375 0.146 0.031 0.282
H 3.15175 0.73078 -0.83607 0.059 0.114 -0.154 0.398
H 2.86732 1.12528 2.11102 -1.414 -0.042 0.405 0.247
H 2.05977 -0.40298 1.38564 -0.113 -0.006 0.373 0.245
H 4.63767 -1.12540 0.66551 -0.120 -0.006 -0.082 0.113
H 2.90116 3.03819 1.26018 0.033 -0.656 0.321 0.396
H 2.50865 3.29726 -0.33002 0.518 0.299 -0.561 0.374
H 4.18919 2.84998 0.10222 0.030 -0.258 -0.253 0.352
H 0.05392 -0.49242 1.20558 0.015 0.238 0.117 0.284
H -0.57262 -1.53343 -0.00077 -0.386 -0.176 -0.289 0.246
H -1.88790 0.79666 -0.50453 -0.055 0.163 0.090 0.355
H -1.81475 0.81717 1.11371 0.405 0.465 0.207 0.385
H -2.57189 -0.37275 0.37790 0.210 -0.337 -0.360 0.265
H -4.55461 -0.88916 -0.85460 -0.036 0.010 0.187 0.320
H -4.97012 -0.15887 0.42577 -0.187 0.016 -0.079 0.328
O -4.40395 -0.07865 -0.34893 0.112 -0.090 -0.001 -0.677
H -3.39396 3.34362 -1.30026 0.118 -0.260 -0.169 0.313
H -3.10843 3.89926 0.04326 0.264 -0.051 0.257 0.307
O -2.81365 3.19378 -0.54422 -0.294 0.136 -0.064 -0.603
H 0.36629 -3.81011 1.64416 0.033 -0.126 -0.003 0.283
H 1.15861 -3.28586 2.83896 0.054 0.005 -0.029 0.299
O 0.81646 -3.02956 1.97612 -0.085 0.193 0.000 -0.570
H -3.58001 -3.50041 0.56815 -0.054 0.060 0.124 0.307
H -3.07267 -3.44062 -0.85424 0.022 0.138 0.059 0.310
O -3.28508 -2.87337 -0.10061 0.079 -0.147 -0.225 -0.594
H 0.66727 -2.14864 -3.62543 -0.083 0.010 0.066 0.283
H -0.45644 -1.29127 -3.02579 0.076 -0.152 -0.249 0.308
O 0.36649 -1.73945 -2.80479 -0.100 -0.288 -0.245 -0.577
```
Positions in Å, forces in eV/Å.



No. 2
Molecular formula: C5H25N2O7
Method: DFT, ωB97M-V/def2-TZVPD

Results
* charge: +1

Structure (XYZ):
```
39
Properties=species:S:1:pos:R:3:forces:R:3:mulliken_charge:R:1
C -1.40193 1.53042 1.32033 0.259 -1.540 0.616 -0.695
C -2.18986 1.43100 -0.02230 1.339 1.926 1.661 -0.518
C -1.34690 2.23569 -0.99855 -0.201 -0.186 -1.643 0.456
C -0.99786 3.52631 -0.93820 -0.156 0.535 0.832 -0.931
C -1.49546 0.73298 -2.84283 -0.808 0.329 -1.976 -0.347
N -0.88494 1.56037 -2.12144 1.443 -0.854 -0.201 -0.335
N -0.00320 0.86175 1.18463 -0.221 0.413 -1.563 -0.178
H -1.26455 2.59022 1.56204 0.133 -0.494 0.207 0.339
H -1.82707 0.93415 2.17095 -0.065 0.873 -0.824 0.369
H -3.03658 2.09285 0.14582 -0.685 -0.690 0.082 0.346
H -2.41414 0.40234 -0.29188 -0.125 0.220 -0.231 0.347
H -1.37108 4.24508 -0.22059 -0.297 -0.378 0.451 0.292
H -0.30861 4.03522 -1.59997 -0.058 -0.677 -0.476 0.318
H -2.59008 0.58343 -2.88041 0.189 -0.148 0.754 0.304
H -1.03218 0.31305 -3.77900 0.086 0.274 1.294 0.246
H -0.08369 0.04971 0.56599 -0.244 -0.454 0.285 0.145
H 0.69695 1.44547 0.68996 -0.674 0.102 0.495 0.431
H 0.47467 0.54775 2.03379 -0.353 0.329 -0.023 0.442
H -2.18753 -2.14664 -0.84022 0.726 0.027 -0.677 0.278
H -1.72899 -3.38916 -1.48289 0.270 -0.148 -0.473 0.319
O -1.46934 -2.45987 -1.44667 -1.325 0.061 0.810 -0.639
H 4.44563 0.97445 -1.57240 0.365 0.265 -0.248 0.320
H 3.04365 0.90600 -2.04542 0.774 0.813 -0.603 0.299
O 3.87218 1.42438 -2.20849 -1.161 -1.137 0.866 -0.621
H -0.94404 -2.73256 0.65755 0.382 -0.150 -0.953 0.262
H 0.62910 -2.53597 0.32470 -0.271 -0.506 -0.691 0.397
O -0.09110 -2.42967 0.95350 0.519 1.004 1.789 -0.590
H -2.64177 -2.87144 1.69183 -0.229 -0.047 0.271 0.290
H -3.98969 -2.18023 1.39333 -0.059 -0.113 0.051 0.277
O -3.10659 -2.33216 1.04540 0.203 0.182 -0.209 -0.573
H 2.58707 -2.04508 1.58391 -0.298 -0.266 -0.983 0.308
H 3.65186 -1.40188 2.22740 0.957 0.272 -0.299 0.298
O 3.40981 -1.61255 1.31118 -0.443 0.231 1.822 -0.598
H 2.11943 -2.93648 -1.55074 0.089 -0.112 -0.011 0.262
H 3.18979 -3.16306 -0.45150 -0.341 0.307 -0.108 0.326
O 2.38092 -2.66827 -0.66336 -0.194 -0.325 -0.348 -0.634
H 3.03332 1.42045 1.72610 -0.765 0.270 -0.305 0.326
H 2.64185 1.44161 3.11270 -0.532 0.322 0.438 0.305
O 2.23094 1.62035 2.25573 1.771 -0.528 0.122 -0.645
```
Positions in Å, forces in eV/Å.



In the order shown, the computed lowest unoccupied orbital energy values come out to -2.792, -2.808 eV.
In the order shown, the computed relative energy (zero: lowest compared OMol25 entry of this formula, charge and spin) values come out to 1.810, 3.916 eV.
In the order shown, the computed Kohn-Sham gap values come out to 8.23, 8.93 eV.